{"formula": "C19H24N2O9RuSSi", "method": "the ωB97M-V functional and the def2-TZVPD basis", "total_charge": -1, "e_homo_ev": [-3.787, -3.741], "orbital_gap_ev": [6.2, 6.1], "spin_multiplicity": 2, "symbols": ["Ru", "O", "C", "C", "C", "C", "C", "C", "C", "O", "N", "O", "O", "H", "H", "H", "H", "O", "S", "O", "O", "O", "C", "N", "C", "C", "C", "O", "H", "H", "H", "H", "H", "H", "H", "H", "H", "C", "Si", "C", "C", "C", "C", "C", "C", "C", "H", "H", "H", "H", "H", "H", "H", "H", "H", "H", "H"], "xyz": [[0.011, 0.130, -0.676], [0.123, 2.060, -0.011], [0.078, 2.415, 1.172], [-0.200, 1.611, 2.327], [-0.191, 2.275, 3.556], [-0.460, 1.610, 4.726], [-0.773, 0.232, 4.712], [-0.793, -0.438, 3.532], [-0.487, 0.200, 2.277], [-0.477, -0.503, 1.230], [-0.433, 2.326, 5.977], [-0.168, 3.521, 5.966], [-0.687, 1.707, 7.002], [0.252, 3.481, 1.376], [0.033, 3.333, 3.593], [-0.992, -0.265, 5.646], [-1.030, -1.493, 3.492], [-0.561, -1.432, -4.218], [0.466, -0.966, -3.329], [0.280, 0.429, -2.879], [0.192, -1.771, -1.910], [1.823, -1.280, -3.695], [-2.702, 1.016, -4.156], [-2.765, 1.309, -2.739], [-2.249, 2.610, -2.362], [-2.934, 0.368, -1.770], [-3.306, -1.035, -2.199], [-2.824, 0.642, -0.578], [-3.295, 1.754, -4.704], [-3.090, 0.028, -4.373], [-1.671, 1.054, -4.511], [-2.750, 3.381, -2.952], [-1.172, 2.660, -2.543], [-2.434, 2.776, -1.306], [-4.255, -1.038, -2.739], [-3.403, -1.627, -1.294], [-2.540, -1.472, -2.841], [2.518, -3.576, -1.884], [1.390, -2.468, -0.900], [0.404, -3.483, 0.303], [2.252, -1.051, -0.043], [2.429, -1.069, 1.355], [2.982, 0.001, 2.026], [3.391, 1.134, 1.317], [3.263, 1.164, -0.058], [2.700, 0.085, -0.743], [3.099, -4.193, -1.193], [3.198, -3.005, -2.513], [1.934, -4.238, -2.528], [1.055, -4.013, 1.002], [-0.177, -4.229, -0.245], [-0.275, -2.842, 0.866], [2.082, -1.922, 1.927], [3.082, -0.029, 3.104], [3.815, 1.980, 1.845], [3.582, 2.036, -0.615], [2.657, 0.113, -1.824]], "mulliken_spin": [0.881, 0.009, -0.001, -0.008, -0.006, 0.002, -0.008, 0.003, 0.012, 0.014, 0.000, 0.000, 0.001, -0.004, 0.001, -0.001, 0.000, 0.000, 0.005, 0.013, 0.014, -0.001, -0.001, -0.006, 0.003, 0.003, 0.006, 0.004, 0.000, 0.000, 0.000, 0.000, 0.001, -0.001, -0.001, -0.001, 0.002, 0.000, -0.019, 0.001, 0.040, 0.041, 0.022, -0.003, 0.039, -0.054, 0.000, 0.000, 0.000, 0.000, 0.000, 0.000, -0.001, 0.001, -0.001, 0.002, -0.004]}